The following is a quantum chemistry calculation of a molecular structure, C34H95Li3N9O18, from OMol25.

Computed properties:
LUMO   -3.8 eV
Gap between HOMO and LUMO   5.549 eV
Net charge   +1
Multiplicity   1

Positions of all 159 atoms, in Å:
Li  0.45  -1.27  -1.57
Li  -0.95  -0.98  -3.81
Li  -1.32  -3.27  -0.95
O  -0.95  -1.48  0.06
C  -1.39  -0.17  -0.11
C  -1.55  0.45  -1.49
O  -0.47  0.35  -2.41
H  -0.84  0.54  0.53
H  -2.39  -0.02  0.37
H  -1.72  1.52  -1.31
H  -2.47  0.06  -1.97
C  -2.14  3.07  2.87
O  -1.29  3.60  2.18
N  -2.63  1.81  2.57
N  -2.75  3.68  3.93
H  -2.94  1.15  3.28
H  -2.08  1.50  1.78
H  -2.57  4.63  4.19
H  -3.23  3.12  4.61
C  -4.69  -0.47  4.22
O  -3.49  -0.21  4.35
N  -5.33  -0.33  3.00
N  -5.46  -0.91  5.24
H  -4.80  -0.23  2.16
H  -6.33  -0.41  2.99
H  -6.39  -1.26  5.11
H  -4.98  -1.10  6.10
C  1.34  3.09  -0.23
O  0.90  4.41  -0.47
C  0.57  4.58  -1.82
C  0.04  5.96  -2.11
N  -1.29  6.16  -1.50
C  -1.65  7.57  -1.52
C  -2.93  7.89  -0.81
O  -2.76  7.86  0.61
C  -3.85  8.48  1.26
H  0.56  2.35  -0.46
H  1.46  2.99  0.85
H  2.35  2.91  -0.61
H  -0.28  3.94  -2.11
H  1.45  4.43  -2.47
H  -0.15  6.01  -3.19
H  0.75  6.76  -1.87
H  -1.20  5.90  -0.52
H  -1.78  7.93  -2.55
H  -0.86  8.20  -1.09
H  -3.71  7.14  -1.03
H  -3.24  8.90  -1.09
H  -3.71  9.56  1.26
H  -3.87  8.17  2.30
H  -4.80  8.16  0.81
C  0.90  -0.17  11.15
O  1.45  0.58  10.10
C  0.69  1.72  9.74
C  1.25  2.38  8.52
N  1.14  1.58  7.31
C  1.88  2.04  6.16
C  1.74  1.06  5.03
O  0.40  0.71  4.86
C  0.18  0.00  3.67
H  0.00  0.29  11.59
H  1.62  -0.31  11.95
H  0.60  -1.16  10.80
H  0.90  2.44  10.55
H  -0.38  1.52  9.68
H  2.29  2.68  8.66
H  0.75  3.36  8.43
H  0.16  1.48  7.08
H  2.93  2.14  6.43
H  1.60  3.08  5.89
H  2.34  0.18  5.30
H  2.11  1.52  4.10
H  0.67  -0.98  3.68
H  0.56  0.52  2.77
H  -0.89  -0.16  3.55
C  2.87  0.39  1.13
O  3.71  0.60  0.02
C  5.06  0.69  0.38
C  5.92  0.61  -0.86
N  5.55  -0.47  -1.76
C  6.11  -0.28  -3.09
C  5.81  -1.45  -3.97
O  6.17  -2.65  -3.34
C  6.21  -3.77  -4.21
H  3.03  -0.64  1.46
H  1.85  0.55  0.77
H  2.97  1.06  1.99
H  5.35  0.00  1.19
H  5.22  1.68  0.84
H  6.96  0.52  -0.51
H  5.82  1.55  -1.40
H  5.84  -1.39  -1.45
H  7.21  -0.17  -3.06
H  5.74  0.64  -3.55
H  6.27  -1.26  -4.95
H  4.73  -1.49  -4.19
H  6.42  -3.51  -5.25
H  5.24  -4.27  -4.17
H  7.01  -4.43  -3.89
C  -3.80  -1.51  -4.49
O  -2.48  -1.32  -4.97
C  -2.39  -0.97  -6.35
C  -0.95  -0.61  -6.72
N  -0.19  -0.15  -5.56
C  1.26  0.08  -5.77
C  2.12  -1.00  -6.39
O  1.60  -1.38  -7.66
C  2.07  -2.61  -8.15
H  -3.77  -1.84  -3.45
H  -4.32  -2.28  -5.06
H  -4.35  -0.56  -4.55
H  -3.12  -0.19  -6.60
H  -2.75  -1.84  -6.91
H  -0.97  0.21  -7.45
H  -0.50  -1.45  -7.25
H  -0.54  0.75  -5.22
H  1.63  0.19  -4.75
H  1.42  1.03  -6.30
H  2.27  -1.88  -5.75
H  3.11  -0.56  -6.59
H  1.49  -3.45  -7.76
H  3.12  -2.78  -7.86
H  2.08  -2.57  -9.24
C  -0.42  -9.13  -0.42
O  -0.94  -8.23  0.52
C  -0.05  -7.19  0.85
C  -0.01  -6.07  -0.20
N  -1.06  -5.05  -0.03
C  -2.40  -5.65  -0.36
C  -3.52  -4.70  0.04
O  -3.39  -3.51  -0.76
C  -4.37  -2.56  -0.47
H  0.42  -8.73  -1.00
H  -1.16  -9.42  -1.17
H  -0.09  -10.06  0.07
H  0.95  -7.60  1.04
H  -0.39  -6.72  1.78
H  -0.05  -6.51  -1.20
H  0.97  -5.61  -0.05
H  -1.17  -4.89  0.98
H  -2.63  -6.56  0.19
H  -2.40  -5.80  -1.44
H  -3.39  -4.46  1.10
H  -4.46  -5.18  -0.24
H  -4.42  -2.28  0.59
H  -5.37  -2.80  -0.82
H  -4.12  -1.58  -0.91
O  2.12  0.87  -2.41
H  2.33  1.64  -2.94
H  1.14  0.81  -2.44
O  -0.91  2.36  -4.62
H  -1.49  3.10  -4.81
H  -0.86  2.30  -3.65
O  -1.43  -3.43  2.43
H  -2.33  -3.21  2.67
H  -1.14  -2.69  1.88
O  1.20  -2.30  1.66
H  0.38  -1.91  1.31
H  1.81  -2.24  0.93

Atomic partial charges in e from the Löwdin method, atoms 1 to 5: number 1, Li, carries 0.701; number 2, Li, carries 0.650; number 3, Li, carries 0.666; number 4, O, carries -0.416; number 5, C, carries -0.393

=====

The following is a quantum chemistry calculation of a molecular structure, C34H97BrCoN12O11, from OMol25.

Computed properties:
Expectation value of S²   3.757
LUMO (alpha / beta)   0.2 / 0.2 eV
Gap between HOMO and LUMO (alpha / beta)   8.278 / 8.279 eV
Multiplicity   4

Positions of all 156 atoms, in Å:
Co  -0.79  -2.00  -0.37
Br  -0.68  -2.11  -2.92
O  0.02  -0.35  0.25
H  -0.27  0.58  0.29
C  2.73  -2.81  -1.39
C  1.69  -3.82  -0.62
C  2.29  -5.04  0.10
O  1.19  -5.73  0.72
C  1.52  -6.92  1.38
N  0.97  -2.98  0.37
H  2.27  -1.94  -1.85
H  3.28  -3.40  -2.13
H  3.45  -2.45  -0.66
H  1.05  -4.21  -1.41
H  3.12  -4.69  0.73
H  2.66  -5.79  -0.60
H  1.68  -7.77  0.71
H  0.55  -7.25  1.75
H  2.25  -6.92  2.19
H  1.71  -2.51  0.86
H  0.74  -3.65  1.09
C  -4.17  0.61  -1.07
C  -3.01  0.20  -0.21
C  -3.33  0.43  1.30
O  -4.47  -0.41  1.64
C  -4.92  -0.25  2.94
N  -2.77  -1.23  -0.31
H  -4.18  1.69  -1.16
H  -5.08  0.16  -0.67
H  -3.96  0.25  -2.08
H  -2.16  0.81  -0.52
H  -3.51  1.49  1.45
H  -2.53  0.04  1.93
H  -4.30  -0.75  3.68
H  -5.90  -0.73  2.99
H  -5.08  0.79  3.23
H  -3.58  -1.47  0.25
H  -3.12  -1.52  -1.21
C  0.27  3.10  -0.42
C  1.42  2.77  -1.32
C  2.78  3.41  -0.75
O  2.74  4.89  -0.72
C  2.45  5.55  -1.97
N  1.64  1.35  -1.33
H  -0.61  2.50  -0.67
H  0.05  4.17  -0.45
H  0.46  2.71  0.59
H  1.33  3.03  -2.38
H  3.47  3.09  -1.53
H  3.14  2.97  0.18
H  2.75  6.59  -1.86
H  1.41  5.36  -2.22
H  3.05  4.99  -2.68
H  0.88  0.82  -0.93
H  2.50  1.08  -0.88
C  5.31  2.27  -3.85
C  5.39  0.78  -3.88
C  5.13  0.11  -2.58
O  5.86  0.68  -1.49
C  5.41  0.32  -0.24
N  4.41  0.34  -4.85
H  4.44  2.66  -3.32
H  5.23  2.77  -4.82
H  6.11  2.58  -3.18
H  6.42  0.48  -4.10
H  5.39  -0.95  -2.60
H  4.06  0.23  -2.40
H  5.38  -0.75  -0.07
H  4.42  0.72  -0.05
H  6.06  0.73  0.53
H  3.48  0.45  -4.49
H  4.37  -0.67  -4.78
C  1.24  1.49  -6.30
C  1.05  1.65  -4.85
C  -0.46  1.58  -4.52
O  -1.14  2.61  -5.14
C  -2.52  2.81  -4.80
N  1.77  0.62  -4.06
H  0.76  2.36  -6.75
H  0.93  0.52  -6.68
H  2.30  1.50  -6.56
H  1.44  2.64  -4.59
H  -0.54  1.74  -3.44
H  -0.88  0.59  -4.67
H  -2.60  3.07  -3.75
H  -3.05  1.87  -4.96
H  -3.05  3.67  -5.20
H  1.28  -0.26  -4.07
H  1.61  0.89  -3.10
C  -2.74  -6.05  0.77
C  -2.51  -4.49  0.82
C  -1.92  -4.00  2.17
O  -1.47  -2.67  2.04
C  -1.09  -2.06  3.24
N  -1.71  -4.06  -0.29
H  -3.57  -6.14  1.47
H  -1.94  -6.64  1.21
H  -3.06  -6.49  -0.18
H  -3.46  -3.98  0.63
H  -0.99  -4.50  2.42
H  -2.76  -4.12  2.85
H  -1.91  -1.73  3.88
H  -0.42  -1.21  3.09
H  -0.47  -2.73  3.84
H  -2.27  -4.18  -1.13
H  -1.13  -4.88  -0.27
C  0.44  -4.58  6.37
C  0.95  -5.33  5.21
C  2.38  -4.84  4.65
O  2.22  -3.95  3.60
C  3.38  -3.17  3.35
N  1.09  -6.70  5.50
H  0.19  -3.54  6.17
H  1.09  -4.43  7.23
H  -0.41  -5.11  6.82
H  0.19  -5.31  4.43
H  3.11  -5.64  4.53
H  2.89  -4.30  5.45
H  4.12  -3.78  2.84
H  3.89  -2.79  4.24
H  3.19  -2.29  2.74
H  1.52  -7.21  4.74
H  1.82  -6.72  6.20
C  -3.20  4.29  -0.51
C  -3.72  5.08  -1.79
C  -4.69  6.29  -1.58
O  -5.88  5.92  -0.93
C  -6.01  6.42  0.42
N  -2.61  5.65  -2.53
H  -2.51  4.90  0.07
H  -2.62  3.44  -0.88
H  -4.03  3.89  0.08
H  -4.23  4.37  -2.46
H  -4.92  6.76  -2.54
H  -4.19  7.08  -1.02
H  -5.31  5.93  1.10
H  -6.98  6.12  0.82
H  -5.88  7.50  0.53
H  -2.88  6.06  -3.41
H  -2.11  4.81  -2.79
C  -3.23  3.62  3.23
O  -4.27  3.46  2.65
N  -2.52  2.71  3.83
N  -2.53  4.72  3.14
H  -2.90  1.78  3.73
H  -1.58  2.97  4.11
H  -1.64  4.99  3.53
H  -3.02  5.44  2.63
C  2.19  1.13  2.57
O  3.00  1.86  3.04
N  0.92  1.02  2.82
N  2.52  0.30  1.62
H  0.47  1.68  3.45
H  0.30  0.57  2.16
H  1.76  -0.13  1.12
H  3.50  0.10  1.49

Atomic partial charges in e from the Löwdin method, atoms 1 to 5: number 1, Co, carries 0.366; number 2, Br, carries 0.004; number 3, O, carries -0.405; number 4, H, carries -0.035; number 5, C, carries -0.024

=====

The following is a quantum chemistry calculation of 12 unconnected molecules or ions with the total composition C34H97N5O12, from OMol25.

Computed properties:
Energy above the lowest of the compared OMol25 structures with the same formula, charge and spin   14.2 kcal per mole
SMILES   COC[C@H](C)N.COC[C@H](C)N.COC[C@H](C)N.COC[C@H](C)N.COC[C@H](C)N.CCO.CCO.CCO.CCO.CCO.CCO.CCO
LUMO   0.3 eV
Gap between HOMO and LUMO   9.276 eV
Multiplicity   1

Positions of all 148 atoms, in Å:
C  -6.74  -23.30  -5.58
O  -6.56  -23.25  -4.20
C  -5.42  -23.95  -3.80
C  -5.05  -23.67  -2.36
C  -4.65  -22.22  -2.14
N  -4.01  -24.59  -1.91
H  -7.60  -22.69  -5.85
H  -7.00  -24.33  -5.88
H  -5.85  -22.97  -6.13
H  -5.51  -25.04  -3.96
H  -4.52  -23.71  -4.40
H  -5.93  -23.83  -1.71
H  -4.59  -21.96  -1.09
H  -5.37  -21.55  -2.63
H  -3.69  -21.94  -2.59
H  -3.40  -24.18  -1.22
H  -4.38  -25.45  -1.54
C  -8.64  -20.96  -9.43
O  -9.47  -22.02  -9.74
C  -10.08  -21.93  -11.02
C  -11.32  -22.79  -11.03
C  -11.04  -24.29  -10.91
N  -12.18  -22.57  -12.19
H  -9.15  -20.00  -9.38
H  -7.79  -20.89  -10.13
H  -8.17  -21.16  -8.46
H  -10.44  -20.90  -11.15
H  -9.40  -22.23  -11.82
H  -11.91  -22.54  -10.14
H  -10.39  -24.47  -10.06
H  -10.53  -24.66  -11.81
H  -12.01  -24.78  -10.81
H  -11.69  -22.79  -13.06
H  -12.44  -21.59  -12.33
C  -8.39  -19.59  -4.42
O  -7.87  -18.63  -5.30
C  -8.66  -17.45  -5.35
C  -7.94  -16.50  -6.30
C  -8.67  -15.17  -6.44
N  -7.71  -17.10  -7.63
H  -9.32  -19.97  -4.88
H  -8.71  -19.11  -3.49
H  -7.68  -20.39  -4.25
H  -9.63  -17.74  -5.78
H  -8.74  -17.01  -4.35
H  -6.98  -16.32  -5.78
H  -9.76  -15.35  -6.40
H  -8.50  -14.73  -7.41
H  -8.47  -14.49  -5.61
H  -8.60  -17.00  -8.14
H  -7.64  -18.10  -7.42
C  -9.79  -22.39  -2.98
O  -10.54  -21.95  -4.10
C  -10.80  -22.99  -5.04
C  -10.64  -22.42  -6.44
C  -11.74  -21.43  -6.80
N  -10.68  -23.52  -7.42
H  -10.34  -23.17  -2.42
H  -9.71  -21.56  -2.29
H  -8.82  -22.81  -3.26
H  -10.08  -23.82  -4.98
H  -11.80  -23.40  -4.88
H  -9.71  -21.83  -6.43
H  -11.55  -21.04  -7.80
H  -11.83  -20.66  -6.04
H  -12.72  -21.93  -6.81
H  -10.53  -23.04  -8.32
H  -9.83  -24.08  -7.36
C  -11.42  -26.65  -6.42
O  -12.76  -27.07  -6.69
C  -13.63  -26.07  -7.19
C  -14.92  -26.79  -7.43
C  -14.71  -27.95  -8.42
N  -15.99  -25.86  -8.00
H  -10.94  -26.37  -7.36
H  -10.93  -27.54  -6.02
H  -11.36  -25.89  -5.64
H  -13.77  -25.25  -6.47
H  -13.22  -25.70  -8.14
H  -15.41  -27.16  -6.52
H  -14.00  -28.70  -8.06
H  -14.25  -27.53  -9.33
H  -15.62  -28.48  -8.69
H  -15.64  -25.39  -8.85
H  -16.65  -26.49  -8.45
C  -12.64  -17.80  -8.77
C  -11.81  -16.62  -8.30
O  -10.47  -16.64  -8.81
H  -13.63  -17.86  -8.31
H  -12.14  -18.74  -8.52
H  -12.80  -17.80  -9.85
H  -11.75  -16.67  -7.21
H  -12.35  -15.67  -8.45
H  -10.50  -16.38  -9.74
C  -9.36  -26.98  -3.49
C  -7.89  -26.92  -3.17
O  -7.33  -28.24  -3.27
H  -9.85  -26.01  -3.37
H  -9.87  -27.70  -2.84
H  -9.56  -27.33  -4.50
H  -7.78  -26.48  -2.17
H  -7.33  -26.27  -3.85
H  -6.45  -28.15  -3.64
C  -7.71  -22.25  0.29
C  -7.16  -20.98  -0.30
O  -7.71  -19.84  0.44
H  -7.43  -22.35  1.34
H  -7.38  -23.14  -0.25
H  -8.80  -22.27  0.16
H  -7.42  -20.84  -1.35
H  -6.08  -20.77  -0.26
H  -7.22  -19.75  1.27
C  -16.61  -21.95  -7.19
C  -17.04  -22.90  -6.09
O  -17.68  -24.06  -6.63
H  -16.09  -21.10  -6.74
H  -17.49  -21.57  -7.71
H  -15.93  -22.45  -7.88
H  -17.69  -22.43  -5.36
H  -16.18  -23.28  -5.51
H  -17.01  -24.64  -7.07
C  -13.91  -21.81  -2.83
C  -13.06  -20.86  -2.00
O  -12.17  -20.13  -2.87
H  -13.31  -22.48  -3.44
H  -14.54  -21.27  -3.54
H  -14.58  -22.41  -2.21
H  -12.44  -21.48  -1.34
H  -13.64  -20.12  -1.46
H  -11.58  -20.76  -3.33
C  -14.39  -17.63  -5.22
C  -13.05  -17.23  -4.62
O  -13.06  -17.36  -3.19
H  -15.27  -17.18  -4.79
H  -14.44  -18.73  -5.24
H  -14.41  -17.39  -6.29
H  -12.75  -16.21  -4.83
H  -12.30  -17.94  -5.01
H  -12.88  -18.29  -3.00
C  -13.87  -25.67  -3.66
C  -14.01  -26.19  -2.27
O  -15.33  -26.67  -2.11
H  -13.99  -26.48  -4.39
H  -12.87  -25.26  -3.89
H  -14.58  -24.89  -3.92
H  -13.78  -25.42  -1.52
H  -13.28  -26.99  -2.10
H  -15.37  -27.30  -1.39

Atomic partial charges in e from the Löwdin method, atoms 1 to 5: number 1, C, carries -0.102; number 2, O, carries -0.194; number 3, C, carries -0.245; number 4, C, carries -0.431; number 5, C, carries -0.060

=====

Sequential F_max output: 0.048 0.105 0.042 hartree/bohr